Arrangement i

DFT (wB97M-V/def2-TZVPD) results for a molecular structure, C7H24AgO7.

Frontier orbital gap = 10.725 eV
Total charge = +1

XYZ file:
```
39
Properties=species:S:1:pos:R:3:lowdin_charge:R:1
Ag -0.241 -0.779 0.226 0.838
C -3.255 1.142 0.676 -0.106
O -2.286 0.675 -0.292 -0.171
H -3.726 2.071 0.356 0.087
H -4.075 0.445 0.852 0.083
H -2.706 1.277 1.608 0.074
H -2.362 1.307 -1.013 0.074
C 2.475 -2.503 -0.237 -0.153
O 2.320 -1.703 -1.397 -0.125
H 1.512 -2.660 0.264 0.041
H 2.864 -3.500 -0.443 0.089
H 3.102 -2.011 0.511 0.084
H 2.876 -0.926 -1.306 0.081
C -0.632 -1.793 -2.785 -0.139
O -1.186 -2.284 -1.556 -0.156
H 0.435 -1.979 -2.917 0.067
H -1.129 -2.181 -3.676 0.089
H -0.763 -0.706 -2.789 0.068
H -1.572 -3.133 -1.801 0.092
C 0.461 -0.201 3.146 -0.220
C 0.673 -1.678 2.927 -0.240
O -0.203 -2.280 1.979 -0.109
O 0.905 0.602 2.039 -0.106
H 0.891 0.125 4.094 0.133
H -0.600 0.026 3.316 0.124
H 0.651 -2.214 3.886 0.135
H 1.751 -1.825 2.736 0.124
H -0.517 -3.089 2.395 0.115
H 1.592 1.194 2.363 0.104
C 0.461 2.448 -0.477 -0.250
C 0.058 3.595 -1.410 -0.215
O 0.544 3.315 -2.714 -0.048
O 0.450 1.211 -1.150 -0.122
H -0.220 2.357 0.369 0.101
H 1.429 2.669 -0.006 0.119
H 0.402 4.561 -1.043 0.124
H -1.038 3.645 -1.388 0.117
H -0.189 3.465 -3.318 0.101
H 0.849 1.315 -2.026 0.096
```

---

Arrangement ii

DFT (wB97M-V/def2-TZVPD) results for a molecular structure, C7H24AgO7.

Frontier orbital gap = 6.180 eV
Total charge = +1

XYZ file:
```
39
Properties=species:S:1:pos:R:3:lowdin_charge:R:1
Ag -0.311 -0.447 -0.437 0.967
C -4.279 2.539 0.706 -0.111
O -3.343 1.656 1.454 -0.163
H -3.794 3.235 0.023 0.074
H -5.098 2.034 0.193 0.074
H -4.708 3.140 1.508 0.075
H -3.873 0.982 1.886 0.060
C 0.204 1.448 -4.891 -0.173
O -0.797 1.776 -3.956 -0.134
H 1.155 1.781 -4.475 0.075
H 0.303 0.386 -5.114 0.075
H 0.019 1.915 -5.859 0.085
H -1.251 2.545 -4.308 0.077
C -3.646 -4.507 -1.637 -0.219
O -3.262 -3.314 -2.140 -0.113
H -2.955 -4.862 -0.871 0.081
H -4.618 -4.350 -1.170 0.084
H -3.698 -5.339 -2.339 0.083
H -3.917 -2.980 -2.758 0.089
C 2.805 3.559 2.400 -0.239
C 1.784 4.581 2.933 -0.253
O 0.692 3.977 3.570 -0.055
O 2.328 3.002 1.196 -0.088
H 3.001 2.768 3.124 0.121
H 3.791 3.992 2.231 0.115
H 1.477 5.248 2.127 0.114
H 2.182 5.244 3.701 0.123
H 0.223 3.415 2.949 0.078
H 2.295 3.635 0.475 0.085
C 2.257 -4.042 1.497 -0.234
C 3.391 -3.632 0.532 -0.239
O 2.882 -3.302 -0.750 -0.081
O 1.537 -2.907 1.928 -0.087
H 2.730 -4.436 2.397 0.120
H 1.617 -4.799 1.044 0.122
H 4.103 -4.451 0.425 0.121
H 3.931 -2.740 0.850 0.120
H 3.092 -4.075 -1.279 0.084
H 1.752 -2.673 2.835 0.088
```

---

Stability, descending: arrangement i, arrangement ii

---

Arrangement i

DFT (wB97M-V/def2-TZVPD) results for C4H2O3 in the gas phase.

Frontier orbital gap (spin up / spin down) = 7.533 / 7.679 eV
Total charge = 0

XYZ file:
```
9
Properties=species:S:1:pos:R:3:lowdin_charge:R:1
C 0.633 0.225 1.243 -0.215
C 0.625 -0.415 -0.109 -0.057
C 2.880 -1.537 1.258 -0.226
C 2.262 -1.931 0.190 -0.042
O 1.315 -1.461 -0.515 0.019
O 3.590 -1.552 2.153 0.214
O 1.479 0.247 2.158 0.025
H -0.247 0.923 1.188 0.116
H -0.355 -0.202 -0.756 0.165
```

---

Arrangement ii

DFT (wB97M-V/def2-TZVPD) results for C4H2O3 in the gas phase.

Frontier orbital gap (spin up / spin down) = 7.757 / 7.757 eV
Total charge = 0

XYZ file:
```
9
Properties=species:S:1:pos:R:3:lowdin_charge:R:1
C 2.371 -0.161 -1.898 -0.165
C 0.936 -0.651 -1.553 -0.311
C 2.254 -0.122 -0.582 0.173
C 0.175 -0.165 -0.467 -0.202
O -0.642 -0.936 0.258 0.037
O 2.317 -1.044 -2.948 0.059
O 1.083 -1.613 -2.530 0.074
H -0.013 0.922 -0.235 0.162
H -0.264 -1.861 -0.002 0.173
```

---

Stability, descending: arrangement i, arrangement ii

---

Arrangement i

DFT (wB97M-V/def2-TZVPD) results for C2H7NO3S in the gas phase.

Frontier orbital gap = 10.675 eV
Total charge = 0

XYZ file:
```
14
Properties=species:S:1:pos:R:3:lowdin_charge:R:1
N 0.373 0.683 -0.110 -0.034
C 0.009 -0.549 -0.687 -0.345
C -1.339 -1.039 -0.069 -0.204
S -2.764 0.119 0.006 0.669
O -3.022 1.033 -1.088 -0.290
O -3.776 -0.777 0.445 -0.272
O -2.183 1.065 1.271 -0.109
H -0.211 1.486 -0.321 0.071
H 1.360 0.858 -0.345 0.097
H 0.902 -1.232 -0.392 0.139
H 0.136 -0.633 -1.815 0.121
H -1.619 -2.064 -0.372 0.106
H -1.122 -0.997 1.089 0.136
H -1.523 1.543 1.107 -0.084
```

---

Arrangement ii

DFT (wB97M-V/def2-TZVPD) results for C2H7NO3S in the gas phase.

Frontier orbital gap = 10.601 eV
Total charge = 0

XYZ file:
```
14
Properties=species:S:1:pos:R:3:lowdin_charge:R:1
C -2.527 -0.565 0.204 -0.193
C 1.494 -0.277 0.063 -0.373
N 2.792 0.365 -0.090 0.016
O -0.594 0.742 -1.483 -0.419
O -2.031 0.612 0.681 -0.379
O 0.586 0.549 0.704 -0.324
S -0.685 1.236 -0.108 0.999
H -3.571 -0.525 0.592 0.105
H -2.007 -1.289 0.800 0.078
H -2.510 -0.822 -0.887 0.103
H 1.341 -0.340 -0.997 0.091
H 1.722 -1.271 0.586 0.151
H 3.172 0.575 0.812 0.063
H 2.818 1.011 -0.875 0.081
```

---

Stability, descending: arrangement ii, arrangement i

---

Arrangement i

DFT (wB97M-V/def2-TZVPD) results for 7 unconnected molecules or ions with the total composition C6H23NO6.

Frontier orbital gap = 8.592 eV
Total charge = 0

XYZ file:
```
36
Properties=species:S:1:pos:R:3:lowdin_charge:R:1
C 0.023 -2.325 -1.606 -0.057
N -0.302 -1.145 -1.846 -0.010
C -1.229 -0.486 -0.940 -0.162
C -2.331 0.118 -1.344 -0.106
C -3.225 0.984 -0.459 -0.236
C -2.612 2.019 0.450 -0.291
C -1.769 1.334 1.557 -0.142
H -0.162 -2.878 -0.749 0.041
H 0.747 -2.700 -2.321 0.069
H -0.701 -0.268 0.058 0.114
H -2.488 0.252 -2.415 0.102
H -3.687 0.168 0.198 0.123
H -4.061 1.539 -0.987 0.117
H -3.410 2.640 0.927 0.104
H -1.980 2.844 0.023 0.103
H -1.605 1.934 2.564 0.099
H -2.338 0.414 1.817 0.074
H -0.680 1.169 1.188 0.053
O 1.103 -0.843 3.307 -0.088
H 1.477 -0.038 2.852 0.049
H 1.662 -0.960 4.101 0.042
O 0.359 3.674 -1.723 -0.002
H -0.409 4.142 -1.993 0.038
H 0.845 3.708 -2.509 0.024
O 3.526 -0.733 -0.917 -0.071
H 3.050 -1.078 -1.673 0.038
H 3.185 0.203 -1.007 0.064
O 0.854 -4.440 0.845 -0.069
H 1.551 -3.827 0.532 -0.021
H 0.589 -4.050 1.642 -0.003
O 2.836 -2.761 0.282 0.025
H 3.155 -1.947 0.526 0.003
H 3.084 -2.905 -0.554 -0.014
O 1.595 1.751 -0.007 -0.060
H 1.253 2.302 -0.626 -0.081
H 2.097 2.189 0.805 0.131
```

---

Arrangement ii

DFT (wB97M-V/def2-TZVPD) results for 6 unconnected molecules or ions with the total composition C6H23NO6.

Frontier orbital gap = 10.098 eV
Total charge = 0

XYZ file:
```
36
Properties=species:S:1:pos:R:3:lowdin_charge:R:1
C -0.568 0.390 2.054 -0.071
C -1.582 -0.055 0.999 -0.143
C -1.091 -1.293 0.300 -0.441
O -1.557 -2.394 0.498 0.079
N 0.033 -1.125 -0.539 -0.109
C 0.604 -2.385 -0.956 -0.087
C -0.288 -0.234 -1.699 -0.191
C 0.963 0.177 -2.468 -0.070
H -1.081 0.984 2.810 0.081
H 0.266 0.951 1.632 0.054
H -0.029 -0.405 2.574 0.079
H -2.479 -0.344 1.534 0.098
H -1.877 0.767 0.364 0.106
H 0.939 -2.990 -0.112 0.088
H 1.478 -2.207 -1.581 0.079
H -0.022 -3.056 -1.558 0.098
H -0.921 -0.800 -2.384 0.122
H -0.793 0.625 -1.300 0.094
H 1.506 -0.632 -2.936 0.067
H 1.538 0.732 -1.726 0.043
H 0.731 0.997 -3.148 0.080
O -0.232 4.551 -2.205 -0.052
H -0.060 5.458 -1.925 0.057
H -1.162 4.455 -1.960 0.058
O 2.776 -1.029 1.463 -0.053
H 1.911 -0.986 1.040 0.005
H 2.880 -1.990 1.432 0.055
O -3.525 -2.481 2.533 -0.077
H -3.052 -2.769 1.731 0.007
H -2.809 -2.243 3.130 0.025
O 2.762 1.297 -0.005 -0.073
H 3.266 2.068 0.298 0.071
H 3.291 0.626 0.456 0.034
O 0.548 3.006 -0.054 -0.082
H 1.144 2.246 0.008 -0.027
H 0.694 3.482 -0.883 -0.004
```

---

Stability, descending: arrangement ii, arrangement i

---

Arrangement i

DFT (wB97M-V/def2-TZVPD) results for a molecular structure, C2H7N5.

Multiplicity = 3
Frontier orbital gap (spin up / spin down) = 6.916 / 8.069 eV
Total charge = 0

XYZ file:
```
14
Properties=species:S:1:pos:R:3:lowdin_charge:R:1
C -1.952 -0.089 -0.366 -0.131
C -0.723 -0.831 -0.182 -0.262
N 2.508 -0.316 0.274 -0.143
N 1.698 -0.787 -0.528 -0.010
N 2.380 0.883 0.619 -0.002
N 0.715 1.281 -0.097 0.069
N 0.482 0.025 -0.587 -0.152
H -1.894 0.805 0.310 0.084
H -1.935 0.123 -1.425 0.077
H -2.875 -0.735 -0.237 0.106
H -0.638 -1.334 0.831 0.129
H -0.660 -1.746 -0.815 0.117
H 2.717 1.200 1.556 0.100
H 0.177 1.519 0.645 0.020
```

---

Arrangement ii

DFT (wB97M-V/def2-TZVPD) results for 2 unconnected molecules or ions with the total composition C2H7N5.

Multiplicity = 3
Frontier orbital gap (spin up / spin down) = 6.541 / 6.211 eV
Total charge = 0

XYZ file:
```
14
Properties=species:S:1:pos:R:3:lowdin_charge:R:1
C 1.663 0.952 -1.067 -0.144
C 1.686 -0.159 1.013 -0.138
N -4.520 0.312 0.814 0.146
N -3.517 -0.073 0.450 -0.236
N 1.376 0.002 -0.307 -0.077
N -2.373 -0.323 0.203 -0.077
N -1.525 -0.692 -0.803 -0.011
H 2.148 1.844 -0.827 0.044
H 1.318 0.789 -2.044 0.039
H 2.440 0.538 1.376 0.097
H 0.851 -0.282 1.732 0.084
H 2.223 -1.181 1.018 0.112
H -0.646 -0.068 -0.860 0.068
H -1.124 -1.660 -0.696 0.092
```

---

Stability, descending: arrangement i, arrangement ii